(1)
C3H7N3O | ωB97M-V/def2-TZVPD

Last column: Löwdin charge in e.
CARTESIAN COORDINATES (ANGSTROEM)
1 H -3.010 0.758 -1.675  0.0571
2 N -2.112 0.767 -1.194  0.1429
3 C -1.617 -0.388 -1.186  -0.2847
4 O -0.389 -0.638 -0.628  -0.0067
5 C -0.205 -0.363 0.705  -0.5276
6 N -1.150 -0.548 1.535  0.1385
7 H -0.867 -0.283 2.475  0.0470
8 N 1.087 0.026 0.929  0.0023
9 C 2.043 0.372 -0.107  -0.0834
10 H -2.030 -1.291 -1.642  0.1307
11 H 1.341 0.187 1.888  0.1298
12 H 1.628 1.112 -0.800  0.0864
13 H 2.354 -0.511 -0.677  0.0826
14 H 2.925 0.801 0.377  0.0848

Calculated values
- Kohn-Sham gap (Eh) = 0.3629
- total energy (Eh) = -357.996122
- energy above the lowest of the compared OMol25 structures with the same formula, charge and spin (kcal/mol) = 33.7
- net charge = 0
- HOMO energy (eV) = -9.0
- SMILES = [H]/N=C/O/C(=N/[H])NC

(2)
C7H16N | ωB97M-V/def2-TZVPD

Last column: Löwdin charge in e.
CARTESIAN COORDINATES (ANGSTROEM)
1 C -1.155 -0.508 3.058  -0.1246
2 C -0.369 0.079 2.009  -0.1192
3 C -0.007 -0.775 1.037  -0.2977
4 C -0.314 -2.274 1.180  -0.0419
5 C 0.521 -0.373 -0.259  -0.1852
6 C -0.302 0.660 -1.129  -0.1965
7 C 0.498 1.800 -1.753  -0.1842
8 N 1.194 1.495 -3.082  0.1269
9 H -2.076 -0.804 2.573  0.0825
10 H -0.850 -1.451 3.659  0.1242
11 H -1.400 0.052 3.967  0.0801
12 H -0.175 1.105 1.897  0.1004
13 H -0.130 -2.650 0.225  0.0419
14 H -1.329 -2.522 1.312  0.0672
15 H 0.267 -2.873 1.884  0.1005
16 H 1.473 0.228 -0.172  0.1148
17 H 0.909 -1.152 -0.971  0.1225
18 H -0.918 0.158 -1.909  0.1237
19 H -1.064 1.096 -0.380  0.1468
20 H -0.384 2.439 -1.996  0.1371
21 H 1.301 2.154 -1.033  0.1487
22 H 2.304 1.509 -2.953  0.2156
23 H 1.078 2.180 -3.924  0.2075
24 H 0.930 0.428 -3.241  0.2087

Calculated values
- Kohn-Sham gap (Eh) = 0.2841
- total energy (Eh) = -330.720586
- energy above the lowest of the compared OMol25 structures with the same formula, charge and spin (kcal/mol) = 67.8
- net charge = +1
- HOMO energy (eV) = -11.8
- SMILES = C/C=C(\C)CCC[NH3+]

(3)
C6H12O | ωB97M-V/def2-TZVPD

Last column: Löwdin charge in e.
CARTESIAN COORDINATES (ANGSTROEM)
1 C 2.819 0.621 -0.077  -0.0794
2 C 1.369 -0.086 -0.114  -0.2057
3 C -0.131 0.334 0.020  -0.1590
4 C -1.517 -0.529 -1.211  -0.0921
5 C -2.549 -0.340 -0.130  -0.0972
6 C -0.427 0.023 1.462  -0.4750
7 O 0.233 0.802 2.158  0.0179
8 H 3.546 0.017 -0.686  0.0685
9 H 2.847 1.609 -0.561  0.0555
10 H 3.324 0.750 0.914  0.0700
11 H 1.051 -0.254 -1.129  0.0747
12 H 1.444 -1.059 0.403  0.1086
13 H -0.267 1.414 -0.033  0.1355
14 H -1.430 -1.545 -1.688  0.0802
15 H -1.613 0.023 -2.195  0.0850
16 H -3.237 0.491 -0.350  0.0686
17 H -1.729 -0.075 1.227  0.1376
18 H -3.193 -1.157 0.209  0.0613
19 H -0.540 -1.040 1.782  0.1449

Calculated values
- Kohn-Sham gap (alpha / beta) (Eh) = 0.3176 / 0.3176
- total energy (Eh) = -310.789810
- energy above the lowest of the compared OMol25 structures with the same formula, charge and spin (kcal/mol) = 169.1
- net charge = 0
- HOMO energy (alpha / beta) (eV) = -9.1 / -9.1

(4)
C7H10BF2N | ωB97M-V/def2-TZVPD

Last column: Löwdin charge in e.
CARTESIAN COORDINATES (ANGSTROEM)
1 C 1.690 1.578 -1.482  -0.0883
2 N 1.250 0.586 -0.522  -0.1021
3 C 2.289 -0.350 -0.133  -0.0797
4 B -0.023 0.313 -0.124  -0.2175
5 C -1.372 1.069 -0.229  0.0151
6 C -2.558 0.558 0.218  -0.0981
7 C -2.766 -0.699 0.916  -0.0620
8 C -1.726 -1.529 1.204  -0.0256
9 C -0.322 -1.251 1.016  -0.2951
10 F 0.435 -1.247 2.266  -0.0335
11 F 0.254 -2.381 0.368  -0.0153
12 H 2.672 2.002 -1.267  0.0692
13 H 1.812 1.339 -2.624  0.1242
14 H 1.124 2.569 -1.410  0.1047
15 H 2.260 -1.338 -0.630  0.0900
16 H 3.362 -0.002 -0.241  0.1043
17 H 2.181 -0.630 0.977  0.1039
18 H -1.455 1.955 -0.816  0.0695
19 H -3.519 1.199 0.158  0.1299
20 H -3.702 -1.157 0.931  0.0840
21 H -1.886 -2.584 1.423  0.1225

Calculated values
- Kohn-Sham gap (Eh) = 0.3094
- total energy (Eh) = -552.007409
- energy above the lowest of the compared OMol25 structures with the same formula, charge and spin (kcal/mol) = 14.7
- net charge = 0
- HOMO energy (eV) = -8.9
- SMILES = CN(C)B1C=CC=CC1(F)F